Entry 1:
Molecular formula: C16H22ClNW
Method: DFT, the ωB97M-V functional and the def2-TZVPD basis

Properties
Multiplicity: 3
Expectation value of S²: 2.019
Charge: +2
HOMO (alpha / beta), eV: -15.82 / -15.83
HOMO-LUMO gap (alpha / beta), Eh: 0.293 / 0.246

```
41
Properties=species:S:1:pos:R:3:mulliken_spin:R:1
C 1.577 -2.453 -1.528 -0.0071
C 1.639 -2.783 -3.032 0.0000
C 2.292 -1.126 -1.290 0.0188
C 2.317 -3.535 -0.745 0.0004
Cl -0.099 -2.478 -1.058 0.0089
H 3.346 -1.221 -1.575 -0.0002
H 2.260 -0.782 -0.257 -0.0078
H 1.897 -0.309 -1.884 -0.0015
H 2.698 -2.919 -3.317 -0.0001
H 1.219 -1.964 -3.629 0.0002
H 1.100 -3.691 -3.294 0.0000
H 3.326 -3.641 -1.162 -0.0001
H 1.828 -4.502 -0.787 -0.0001
H 2.403 -3.244 0.301 0.0000
C -1.568 2.906 -0.742 0.0895
C -0.285 3.444 -0.386 0.0047
C 0.717 2.535 -0.862 0.0077
H -0.108 4.440 -0.007 0.0014
C 0.044 1.394 -1.430 -0.0186
C -1.362 1.637 -1.384 -0.0404
H -2.131 0.998 -1.804 -0.0017
H -2.472 3.467 -0.663 0.0139
H 1.782 2.713 -0.873 -0.0037
H 0.496 0.576 -1.975 0.0062
C -0.586 0.069 2.790 -0.1452
C -0.335 1.476 3.020 0.1363
C 0.908 1.813 2.362 -0.0621
H -0.900 2.109 3.703 0.0102
C 1.365 0.630 1.666 -0.0688
C 0.466 -0.446 1.986 0.0895
H 0.650 -1.488 1.690 0.0134
H -1.374 -0.522 3.269 -0.0042
H 1.454 2.759 2.488 0.0001
H 2.352 0.529 1.218 -0.0036
W -0.580 1.592 0.646 1.8716
C -4.861 0.245 1.531 -0.0070
C -3.461 0.508 1.232 0.1733
N -2.354 0.765 0.970 -0.0928
H -5.390 1.155 1.861 0.0111
H -4.913 -0.512 2.322 0.0017
H -5.356 -0.144 0.632 0.0060
```

---

Entry 2:
Molecular formula: C16H22CrN9S4
Method: DFT, the ωB97M-V functional and the def2-TZVPD basis

Properties
Multiplicity: 5
Expectation value of S²: 6.060
Charge: +1
HOMO (alpha / beta), eV: -8.56 / -10.24
HOMO-LUMO gap (alpha / beta), Eh: 0.224 / 0.253

```
52
Properties=species:S:1:pos:R:3:mulliken_spin:R:1
Cr -0.206 -0.188 -0.154 3.1943
C -3.619 -4.082 0.559 -0.0002
S -2.135 -4.560 -0.378 0.0474
C -1.296 -3.039 -0.457 0.1575
S -2.177 -1.536 -0.310 -0.0259
N -0.013 -3.078 -0.641 -0.0884
N 0.645 -1.940 -0.615 0.1946
C 1.982 -1.932 -0.757 0.1961
C 2.616 -0.714 -0.503 0.0844
C 4.022 -0.539 -0.530 0.0696
C 4.569 0.631 -0.086 0.0264
C 3.713 1.633 0.408 0.1260
C 2.352 1.417 0.373 0.0196
N 1.786 0.314 -0.105 0.0304
H -4.218 -4.980 0.666 -0.0001
H -4.164 -3.316 0.015 0.0026
H -3.315 -3.707 1.533 0.0031
H 2.519 -2.829 -1.027 0.0294
H 4.645 -1.347 -0.873 0.0031
H 5.637 0.774 -0.091 0.0022
H 4.107 2.546 0.821 0.0084
H 1.663 2.163 0.755 0.0089
N 1.721 -1.944 2.310 0.0129
C 0.827 -1.035 2.706 0.0206
N 0.041 -0.327 1.929 -0.1219
C -0.707 0.569 2.667 -0.0054
C -0.501 0.531 4.009 0.0006
S 0.675 -0.662 4.406 -0.0024
C -1.663 1.377 1.949 0.0459
C -2.654 2.150 2.470 0.0023
S -3.706 2.702 1.224 0.0011
C -2.737 1.822 0.065 0.0013
N -1.688 1.242 0.580 -0.0480
N -3.085 1.748 -1.243 0.0091
H 1.830 -2.177 1.332 -0.0188
H 2.212 -2.481 3.000 -0.0011
H -0.957 1.124 4.772 0.0002
H -2.841 2.409 3.491 0.0002
H -4.031 2.022 -1.468 -0.0008
H -2.770 0.896 -1.691 0.0062
N -0.209 -0.082 -2.470 -0.0250
C 0.485 1.014 -3.165 -0.0029
C -0.122 2.361 -2.782 0.0017
N 0.069 2.580 -1.354 0.0214
H 0.241 -0.955 -2.754 0.0087
H -1.159 -0.137 -2.845 0.0007
H 0.422 0.890 -4.253 -0.0002
H 1.537 0.987 -2.870 0.0006
H -1.195 2.348 -2.988 -0.0006
H 0.336 3.144 -3.403 0.0020
H -0.518 3.340 -1.031 0.0005
H 1.034 2.852 -1.195 0.0018
```

---

Entry 3:
Molecular formula: C16H22FHgNO5Si
Method: DFT, the ωB97M-V functional and the def2-TZVPD basis

Properties
Charge: +2
HOMO, eV: -14.83
HOMO-LUMO gap, Eh: 0.093

```
47
Properties=species:S:1:pos:R:3:nbo_charge:R:1
C 0.598 1.306 3.723 -0.0083
C 1.234 0.331 3.041 -0.0382
C 1.481 0.295 1.652 -0.1835
C 0.526 0.485 0.718 0.2139
C -0.881 0.773 0.958 -0.4997
C -1.881 -0.332 0.450 -0.0179
O -2.623 0.201 -0.595 -0.8082
Si -4.259 -0.251 -0.738 1.8353
C -4.645 -1.916 0.015 -1.1460
C -4.601 -0.346 -2.586 -1.1009
C -5.392 1.075 -0.053 -1.1300
C 0.935 0.369 -0.735 0.3990
O 0.160 0.696 -1.606 -0.3638
C 2.284 -0.181 -1.076 0.3583
O 2.487 -0.472 -2.350 -0.4650
N 1.690 -1.700 -2.827 0.4972
O 1.942 -2.621 -2.222 -0.1110
C 3.232 -0.354 -0.144 -0.1603
C 4.631 -0.862 -0.426 0.1841
F 4.582 -2.199 -0.720 -0.3281
C 5.369 -0.126 -1.529 -0.4360
C 5.063 1.376 -1.587 -0.6178
C 2.943 -0.040 1.264 0.6027
O 3.777 -0.029 2.145 -0.4540
H 0.910 2.343 3.791 0.2913
H -0.360 1.019 4.314 0.1765
H 1.645 -0.509 3.618 0.3483
H -1.119 1.672 0.396 0.3229
H -1.101 0.986 2.009 0.2142
H -1.330 -1.199 0.081 0.1929
H -2.479 -0.644 1.303 0.1941
H -4.088 -2.689 -0.509 0.2487
H -5.703 -2.130 -0.029 0.2736
H -4.374 -2.008 1.064 0.2273
H -3.777 -0.898 -3.027 0.2416
H -4.525 0.662 -2.981 0.2487
H -5.553 -0.807 -2.797 0.2593
H -5.248 1.265 1.009 0.2289
H -5.258 2.008 -0.587 0.2525
H -6.427 0.785 -0.193 0.2636
H 5.200 -0.768 0.492 0.2044
H 5.069 -0.571 -2.470 0.2313
H 6.432 -0.284 -1.431 0.2410
H 5.890 1.899 -2.044 0.2488
H 4.934 1.793 -0.592 0.1928
H 4.192 1.554 -2.201 0.2107
Hg -1.582 1.040 6.008 0.4650
```

---

Entry 4:
Molecular formula: C16H22IrN5O4S2
Method: DFT, the ωB97M-V functional and the def2-TZVPD basis

Properties
Charge: 0
HOMO (alpha / beta), eV: -7.52 / -7.52
HOMO-LUMO gap (alpha / beta), Eh: 0.232 / 0.232

```
50
Properties=species:S:1:pos:R:3:nbo_charge:R:1
Ir -1.102 0.452 -0.744 1.1028
N -3.561 4.139 -1.482 -0.7891
C -2.649 3.141 -1.421 0.2717
S -3.256 1.523 -1.533 -0.1577
N -1.397 3.463 -1.320 -0.4321
N -0.458 2.554 -1.050 -0.2954
C 0.770 2.915 -1.328 0.1434
C 1.980 2.241 -1.024 -0.2562
C 3.181 2.884 -1.382 -0.1241
C 4.410 2.314 -1.174 -0.2859
C 4.484 1.055 -0.572 -0.1613
C 3.341 0.408 -0.184 -0.3427
C 2.050 0.964 -0.371 0.4796
O 1.022 0.322 0.052 -0.8106
H -4.483 3.917 -1.811 0.4003
H -3.220 5.080 -1.561 0.4040
H 0.878 3.860 -1.863 0.1996
H 3.107 3.864 -1.831 0.2082
H 5.315 2.828 -1.458 0.2159
H 5.447 0.593 -0.403 0.2124
H 3.408 -0.546 0.319 0.2030
C -0.944 -0.438 3.626 -0.6324
C -1.859 0.019 2.495 0.1334
C -3.171 0.622 2.988 -0.6193
O -1.219 1.002 1.700 -0.7070
C -2.230 -1.263 1.631 0.7741
O -2.570 -2.262 2.238 -0.6780
O -2.126 -1.130 0.387 -0.7705
H -0.682 0.403 4.264 0.2062
H -0.031 -0.871 3.216 0.2053
H -1.443 -1.203 4.214 0.2492
H -2.962 1.451 3.662 0.2065
H -3.761 -0.135 3.497 0.2299
H -3.728 0.996 2.131 0.2258
H -0.261 0.867 1.749 0.5065
C -1.428 -3.605 -0.874 -0.4180
N -0.088 -3.121 -1.029 -0.3569
C 1.030 -3.818 -0.416 -0.2188
C 2.252 -2.993 -0.854 -0.2267
N 1.674 -2.084 -1.821 -0.5636
C 0.330 -2.113 -1.787 0.3548
S -0.617 -1.075 -2.730 -0.0665
H -1.658 -3.712 0.186 0.2443
H -1.537 -4.572 -1.374 0.1917
H -2.124 -2.888 -1.307 0.2605
H 1.079 -4.845 -0.793 0.2041
H 0.905 -3.854 0.670 0.2231
H 3.026 -3.607 -1.321 0.2100
H 2.697 -2.448 -0.017 0.2096
H 2.176 -1.292 -2.188 0.4366
```

---

Entry 5:
Molecular formula: C16H22IrNO7SSe2
Method: DFT, the ωB97M-V functional and the def2-TZVPD basis

Properties
Multiplicity: 2
Expectation value of S²: 0.791
Charge: -1
HOMO (alpha / beta), eV: -4.85 / -4.89
HOMO-LUMO gap (alpha / beta), Eh: 0.240 / 0.233

```
50
Properties=species:S:1:pos:R:3:mulliken_spin:R:1
Ir 0.303 0.189 -0.123 0.0316
O 3.949 -2.114 1.141 -0.0001
C 3.695 -1.780 2.484 0.0006
C 2.885 -0.495 2.750 -0.0014
C 3.389 -0.014 4.130 0.0000
O 2.615 1.008 4.735 0.0000
C 1.394 -0.782 2.901 -0.0001
Se 0.447 -1.635 1.429 -0.0005
C 3.187 0.633 1.750 0.0002
Se 2.669 0.518 -0.139 -0.0020
H 3.122 -2.030 0.643 -0.0001
H 4.685 -1.675 2.941 0.0000
H 3.185 -2.606 3.003 0.0001
H 4.434 0.306 4.024 0.0000
H 3.367 -0.853 4.831 0.0001
H 2.454 1.695 4.080 0.0000
H 0.847 0.125 3.137 0.0006
H 1.248 -1.481 3.731 -0.0001
H 4.270 0.770 1.701 0.0000
H 2.750 1.568 2.106 -0.0001
C -4.285 4.772 -0.080 -0.0044
C -3.269 3.803 -0.625 -0.1256
C -3.630 2.943 -1.694 0.4463
C -2.671 2.106 -2.295 -0.1054
C -1.417 2.008 -1.786 0.3001
C -1.018 2.694 -0.490 -0.0104
C -2.020 3.730 -0.099 0.3279
S -0.138 1.184 -2.736 -0.0028
O -0.569 1.077 -4.104 0.0034
O 1.025 1.980 -2.420 0.0082
N 0.169 -0.305 -2.138 0.0091
C -0.848 -1.307 -2.433 -0.0016
C -1.962 -1.291 -1.393 -0.0042
O -3.010 -1.886 -1.580 0.0001
O -1.685 -0.605 -0.329 0.0021
H -4.958 5.123 -0.863 -0.0044
H -3.801 5.638 0.371 -0.0015
H -4.896 4.293 0.689 -0.0041
H -4.630 2.992 -2.106 0.0216
H -2.909 1.577 -3.209 -0.0001
H -0.026 3.139 -0.613 0.0486
H -1.740 4.395 0.712 0.0116
H -0.380 -2.294 -2.404 0.0002
H -1.267 -1.172 -3.430 0.0003
C -2.141 1.293 1.412 0.0119
C -0.861 1.663 0.703 0.0324
O 0.227 1.621 1.430 0.0124
H -2.364 2.106 2.109 -0.0065
H -1.996 0.369 1.966 0.0005
H -2.973 1.167 0.723 0.0058
```